A molecular structure, C38H50FeN6O3S4Si. Source: the Open Molecules 2025 dataset; level of theory: ωB97M-V with the def2-TZVPD basis set.

Structure (XYZ):
```
103
Properties=species:S:1:pos:R:3:forces:R:3
Fe 0.481840 -0.328103 0.003725 1.82 0.68 -0.55
C 1.851280 2.289283 -0.497033 0.09 0.21 -0.26
N 1.564445 1.443543 0.660276 0.12 -0.42 -0.12
C 0.673428 2.119508 1.598287 -0.24 0.22 0.14
C 0.159760 1.093468 2.556404 0.00 0.04 0.00
C -0.214601 1.392297 3.850478 -0.01 -0.06 -0.04
C -0.648092 0.360552 4.670121 -0.01 -0.03 0.02
C -0.669419 -0.927659 4.168555 0.05 0.05 -0.01
C -0.286840 -1.146485 2.856376 0.05 -0.08 0.08
N 0.118365 -0.152674 2.058741 -0.43 -0.14 -0.37
C 2.799891 1.011119 1.332518 0.21 0.20 0.17
C 3.240479 -0.341114 0.873236 0.12 0.10 -0.04
C 4.487991 -0.838597 1.213027 -0.03 0.09 -0.10
C 4.846810 -2.098496 0.776339 0.02 -0.08 -0.03
C 3.948756 -2.818070 0.002790 0.04 0.08 0.02
C 2.724187 -2.258951 -0.290300 0.02 0.02 -0.06
N 2.366541 -1.035150 0.142916 -0.41 -0.56 0.52
C 0.596743 2.396183 -1.302433 0.14 -0.09 -0.02
C 0.245444 3.502637 -2.048150 0.06 -0.04 0.08
C -0.892857 3.435540 -2.835495 -0.14 -0.03 -0.05
C -1.629545 2.263763 -2.846169 0.16 -0.02 -0.08
C -1.217672 1.200315 -2.058501 0.24 0.01 -0.31
N -0.131561 1.273642 -1.282921 -0.87 -0.32 0.01
H 2.612873 1.787453 -1.102853 -0.07 -0.03 -0.03
H 2.236674 3.275077 -0.213307 -0.04 -0.04 0.13
H -0.157099 2.552745 1.036586 -0.01 -0.01 0.01
H 1.175500 2.939195 2.125121 0.04 -0.04 -0.02
H -0.158233 2.410943 4.209009 0.00 0.01 -0.01
H -0.949794 0.560620 5.689547 0.00 0.00 0.00
H -0.979316 -1.762187 4.778756 0.01 0.00 0.00
H -0.299391 -2.131784 2.414242 -0.02 0.01 0.00
H 2.643033 0.978109 2.412444 -0.08 -0.01 -0.01
H 3.598576 1.740394 1.163515 -0.02 0.00 0.01
H 5.164253 -0.233933 1.802156 -0.01 0.01 0.00
H 5.815082 -2.511079 1.025531 0.00 0.00 0.01
H 4.187230 -3.802216 -0.372155 -0.01 0.00 -0.01
H 2.001234 -2.785733 -0.891597 -0.03 0.00 -0.02
H 0.861114 4.391356 -2.021146 0.01 -0.01 -0.01
H -1.196873 4.281129 -3.437566 0.02 0.00 -0.02
H -2.518009 2.175360 -3.452367 -0.05 -0.03 -0.04
H -1.756463 0.264789 -2.032343 0.02 0.00 -0.01
C -4.422072 0.135177 1.532796 0.01 0.05 -0.02
C -3.611450 0.498934 0.294724 0.11 -0.06 0.02
C -4.477091 0.402956 -0.954102 -0.03 0.05 -0.05
C -3.040608 1.899407 0.448841 -0.01 0.17 -0.03
O -2.454752 -0.371455 0.145740 -0.05 -0.24 0.22
Si -2.382182 -2.026837 0.228359 -0.49 -0.01 -0.05
S -0.360220 -2.425205 -0.153240 0.06 0.28 -0.29
O -2.836710 -2.467624 1.733431 -0.08 0.18 0.00
C -3.335544 -3.694810 2.304311 0.09 -0.02 -0.02
C -2.300086 -4.791633 2.091149 -0.01 -0.01 -0.01
C -4.671933 -4.088075 1.688669 -0.03 0.02 0.03
C -3.520787 -3.403311 3.786053 0.02 -0.05 0.02
O -3.419513 -2.738575 -0.800674 0.14 0.05 0.04
C -3.346348 -3.387515 -2.089049 0.05 -0.08 0.00
C -2.566162 -2.521608 -3.061191 0.02 0.01 -0.08
C -4.788507 -3.552132 -2.544228 -0.01 0.00 0.00
C -2.682037 -4.748006 -1.915951 -0.04 0.00 0.01
H -5.160656 0.917745 1.716339 -0.01 -0.02 0.00
H -3.776337 0.048544 2.406778 0.03 0.01 0.01
H -4.950855 -0.807914 1.405195 0.02 -0.06 -0.02
H -5.298830 1.117764 -0.888871 -0.02 -0.01 0.00
H -4.895485 -0.596812 -1.061385 0.02 -0.02 0.00
H -3.898372 0.636601 -1.850222 -0.05 -0.01 0.03
H -3.847253 2.627991 0.537020 -0.01 0.00 0.01
H -2.427797 2.173372 -0.414160 -0.21 0.02 0.32
H -2.435441 1.955378 1.355411 0.04 -0.01 0.06
H -2.155082 -4.986587 1.026507 -0.01 0.01 0.00
H -2.623950 -5.719527 2.564104 0.00 0.00 0.00
H -1.337934 -4.502997 2.518562 0.00 0.01 0.01
H -4.580724 -4.280598 0.623590 0.03 -0.01 -0.02
H -5.411029 -3.298626 1.833677 0.01 0.02 0.00
H -5.039456 -4.991852 2.176972 -0.02 0.01 0.01
H -2.573878 -3.105495 4.236536 -0.01 -0.03 -0.01
H -3.882524 -4.289456 4.308393 -0.01 0.00 -0.01
H -4.242428 -2.598072 3.926975 0.00 0.02 -0.01
H -3.043097 -1.544669 -3.134774 -0.01 0.14 -0.05
H -2.561103 -2.967373 -4.057091 -0.02 0.00 0.01
H -1.530611 -2.397205 -2.744374 0.02 0.04 -0.01
H -5.261379 -2.579081 -2.685501 0.01 0.01 0.02
H -5.358789 -4.109771 -1.800597 0.00 0.00 0.00
H -4.829939 -4.094171 -3.489415 0.01 0.00 -0.01
H -1.662303 -4.636823 -1.544930 0.01 0.02 0.00
H -2.641508 -5.271228 -2.872055 0.01 0.01 -0.01
H -3.250303 -5.363791 -1.216656 0.00 0.00 0.01
S 0.348296 2.783041 -7.079012 0.02 0.31 -0.12
C 0.558590 1.657759 -5.914276 -0.26 -0.75 0.20
S 1.800912 1.612345 -4.704612 0.24 0.21 0.07
C 1.135025 0.165559 -3.992940 -1.45 0.11 -0.97
N 0.070595 -0.261820 -4.640272 0.79 0.02 0.72
N -0.209345 0.531076 -5.695040 -0.03 0.59 -0.38
C -1.301041 0.164280 -6.560094 0.22 -0.01 0.13
C -2.594975 0.169878 -6.073559 0.02 -0.12 -0.10
C -3.632939 -0.216675 -6.908906 0.00 0.01 0.04
C -3.365626 -0.588403 -8.217687 -0.04 0.00 -0.01
C -2.062882 -0.577639 -8.694854 0.08 0.02 -0.02
C -1.018650 -0.198615 -7.865787 -0.13 -0.06 0.00
S 1.796914 -0.546196 -2.608620 0.20 -0.59 1.19
H -2.781801 0.456029 -5.051458 -0.01 0.02 0.16
H -4.648861 -0.225079 -6.536595 0.00 0.00 -0.01
H -4.175743 -0.885465 -8.870084 0.00 0.00 0.00
H -1.857066 -0.866664 -9.716533 0.00 0.00 0.00
H 0.001597 -0.181236 -8.222000 0.01 0.01 0.00
```
Positions in Å, forces in eV/Å.

## Properties
- energy above the lowest of the compared OMol25 structures with the same formula, charge and spin (kJ/mol) = 0.0
- spin multiplicity = 2
- charge = +1
- LUMO (alpha / beta) (eV) = -3.399 / -4.233
- expectation value of S² = 0.9249

***

A molecular structure, C38H50N4P. Source: the Open Molecules 2025 dataset; level of theory: ωB97M-V with the def2-TZVPD basis set.

Structure (XYZ):
```
93
Properties=species:S:1:pos:R:3:forces:R:3
C -1.501727 13.304893 3.524715 -0.15 -0.04 0.40
N -1.706657 11.955369 3.026973 -0.47 0.28 0.42
C -2.155963 11.911975 1.687480 -0.52 0.39 -0.85
C -1.553576 12.769218 0.732133 -0.21 -0.93 0.11
C -1.845283 12.587310 -0.618980 -0.02 0.30 -0.21
C -2.800865 11.645597 -1.016623 -0.21 -0.42 0.19
C -3.546233 10.947980 -0.044471 0.29 0.44 -0.15
C -3.267255 11.135357 1.314197 0.55 0.03 -0.26
C -1.089548 10.878966 3.652924 0.32 0.05 0.15
C -1.437050 9.544092 3.339592 -0.27 -0.06 -0.19
C -0.740378 8.469326 3.870535 0.49 0.45 0.36
C 0.374772 8.698516 4.704714 -0.62 -0.28 -0.68
C 1.155020 7.514728 5.225602 -0.14 -1.36 2.81
C 2.635099 7.712310 5.365090 -0.24 -0.15 0.48
C 3.298953 7.336475 6.556119 0.25 0.77 -0.22
C 4.647829 7.656960 6.749656 -0.28 -0.40 -0.26
C 5.386715 8.226571 5.696434 0.13 0.51 -0.20
N 6.739641 8.554009 5.826055 -0.07 0.19 0.89
C 7.272728 9.208085 7.028669 0.02 -0.12 -0.19
C 7.672787 8.204202 4.822123 0.29 -0.64 -0.51
C 8.343542 9.168643 4.053432 -0.58 -0.42 0.20
C 9.199175 8.748110 3.040521 0.50 0.06 -0.11
C 9.484590 7.392956 2.853711 -0.47 -0.13 0.17
C 8.842109 6.435440 3.654319 -0.01 0.19 0.14
C 7.930299 6.826634 4.634889 0.20 0.99 -0.47
C 4.730093 8.578951 4.491175 -0.08 -0.46 0.38
C 3.375010 8.346496 4.342117 -0.11 -0.04 0.34
C 0.651767 10.031916 5.140548 -0.52 -0.76 -0.59
C -0.090872 11.116565 4.635828 0.18 -0.88 -0.04
H -1.701987 13.348928 4.610276 0.10 0.02 -0.47
H -0.484950 13.645707 3.326164 0.12 0.25 0.12
H -2.212589 13.954198 2.998378 0.27 -0.10 0.33
H -0.851615 13.539366 1.051860 0.00 -0.39 -0.16
H -1.310349 13.199437 -1.371875 -0.47 -0.48 0.54
H -2.976341 11.446208 -2.082588 0.03 0.21 0.56
H -4.347411 10.264095 -0.338015 0.25 0.33 0.03
H -3.896737 10.704487 2.097672 0.34 -0.08 -0.34
H -2.279643 9.357677 2.665836 0.48 0.08 0.32
H -1.051264 7.431219 3.672617 0.22 0.68 -0.19
H 0.609728 7.150229 6.190942 1.32 0.75 -1.11
H 2.731413 6.912788 7.388913 0.13 -0.02 -0.31
H 5.149871 7.409067 7.690966 -0.26 0.10 -0.38
H 8.264617 8.807709 7.278185 -0.30 -0.02 -0.07
H 7.388825 10.286469 6.859922 -0.08 -0.10 0.11
H 6.609504 9.052337 7.883069 0.09 0.07 -0.16
H 8.129299 10.227315 4.228498 0.12 -0.37 -0.14
H 9.672206 9.495400 2.394198 -0.14 -0.31 0.29
H 10.172370 7.074974 2.067588 -0.20 0.13 0.29
H 9.053840 5.374922 3.544722 0.05 0.18 -0.15
H 7.403899 6.110073 5.263037 0.16 0.09 -0.16
H 5.308710 9.067989 3.711511 -0.14 -0.08 0.12
H 2.857649 8.739846 3.468541 0.07 -0.26 0.08
H 1.416158 10.181835 5.906150 -0.11 0.09 -0.39
H 0.138585 12.136389 4.964405 -0.07 -0.59 -0.13
C 3.679354 2.011085 3.158097 0.30 -0.14 -0.26
C 2.192431 2.391754 3.204824 0.33 -0.56 -0.26
C 1.756164 2.616356 1.766357 0.25 -0.01 -0.34
C 1.448049 1.170046 3.748984 -0.29 -0.64 0.12
N 2.065918 3.622553 4.022862 0.95 1.36 0.60
C 2.846982 3.614165 5.260786 0.27 0.29 0.52
C 2.097785 3.005469 6.425520 -0.17 -0.60 0.62
C 0.631710 3.454768 6.577595 0.13 -0.70 0.72
N -0.073401 3.791584 5.347219 0.18 1.57 -0.65
C -1.555223 3.813744 5.471904 -0.33 -0.05 0.72
C -2.042840 2.366764 5.484414 -0.24 -0.72 -0.13
C -2.199741 4.631226 4.363181 -0.18 -0.09 -0.21
C -2.007743 4.387921 6.805966 -0.32 0.63 0.70
P 0.714375 4.590596 4.079051 -1.45 -2.37 -0.56
H 1.003371 6.199885 4.835983 0.26 1.94 -0.53
H 4.060137 1.656681 4.133055 -0.10 -0.06 -0.71
H 3.794679 1.189271 2.431438 0.06 0.35 0.32
H 4.268271 2.879201 2.822312 -0.04 -0.35 0.11
H 0.681230 2.777877 1.652347 0.07 0.01 0.01
H 2.311349 3.455926 1.344564 -0.17 0.09 -0.05
H 2.052776 1.720566 1.192209 -0.38 0.41 0.17
H 0.360930 1.316865 3.865964 0.42 0.04 -0.17
H 1.620066 0.359765 3.007334 -0.28 0.37 0.53
H 1.840747 0.805501 4.714476 -0.11 0.23 -0.45
H 3.751583 3.033917 5.065678 -0.18 0.62 0.43
H 3.165449 4.631785 5.558717 -0.17 -0.20 -0.52
H 2.146430 1.903993 6.383217 -0.05 0.50 0.02
H 2.612018 3.319302 7.346748 -0.11 -0.31 -0.18
H 0.036428 2.637430 7.030806 0.62 0.44 0.04
H 0.614455 4.306740 7.288859 -0.26 -0.27 -0.46
H -1.681762 1.817538 6.378521 -0.18 0.32 -0.52
H -3.147801 2.362197 5.537693 0.52 -0.04 -0.10
H -1.719757 1.806618 4.596359 -0.19 0.19 0.15
H -1.884463 5.678330 4.442810 -0.05 -0.15 -0.13
H -1.954351 4.240113 3.366327 -0.11 0.16 0.18
H -3.295409 4.616383 4.486962 0.45 -0.08 -0.08
H -1.643432 5.418586 6.956514 -0.08 -0.32 0.01
H -3.109277 4.426581 6.816932 0.40 0.02 -0.03
H -1.716473 3.764973 7.668283 -0.03 0.34 -0.38
```
Positions in Å, forces in eV/Å.

## Properties
- spin multiplicity = 1
- charge = +1
- LUMO (eV) = -4.620

***

Number 1: DFT total energy -140907.15867 eV. Number 2: DFT total energy -55458.20960 eV.